DFT (ωB97M-V/def2-TZVPD) results for a structure of composition H14LiO7 in a non-equilibrium geometry.

CARTESIAN COORDINATES (ANGSTROEM)
O -17.09 21.22 3.02
O -17.93 17.58 7.04
O -19.12 16.45 4.72
O -20.42 18.56 6.09
O -17.86 20.21 5.74
O -19.40 19.41 3.25
O -16.62 18.05 4.20
Li -18.52 18.36 4.97
H -16.84 17.86 3.28
H -19.66 16.08 4.03
H -19.89 20.13 3.69
H -19.35 19.69 2.37
H -16.00 18.74 4.12
H -20.52 19.03 6.94
H -20.35 17.66 6.46
H -18.39 15.84 4.82
H -18.38 20.46 6.48
H -17.56 16.86 7.58
H -17.75 20.69 3.44
H -18.18 18.20 7.70
H -16.33 20.70 3.10
H -17.00 20.05 6.09

Results
energy above the lowest of the compared OMol25 structures with the same formula, charge and spin: 0.482 eV
total charge: +1
HOMO-LUMO gap: 10.98 eV
LUMO energy: -3.5 eV
highest occupied orbital energy: -14.436 eV

Which charges does Löwdin predict for the atoms? In e, they are:
1. O -0.0066
2. O -0.0571
3. O -0.0713
4. O -0.0775
5. O -0.0369
6. O -0.0487
7. O -0.0490
8. Li 0.6945
9. H 0.0668
10. H 0.0753
11. H 0.0864
12. H 0.0362
13. H 0.0364
14. H 0.0678
15. H 0.0426
16. H 0.0687
17. H 0.0492
18. H 0.0892
19. H -0.0360
20. H 0.0314
21. H -0.0085
22. H 0.0470